C35H83N10O10 | wB97M-V/def2-TZVPD

Output
- strongest force on any atom (Eh/bohr) = 0.0803
- frontier orbital gap (eV) = 7.742
- charge = +1
- highest occupied orbital energy (Ha) = -0.38774
- E (eV) = -73006.467

Last columns: bonded neighbours and bond lengths (Å).
Atoms and positions in Å:
1 N 15.16 -17.60 -20.05  H2 1.010, H3 1.010, H4 1.010, H5 1.010
2 H 14.55 -17.23 -19.34  N1 1.010
3 H 14.65 -18.00 -20.82  N1 1.010
4 H 15.86 -18.24 -19.68  N1 1.010
5 H 15.71 -16.78 -20.28  N1 1.010
6 C 14.91 -22.24 -23.62  N7 1.587, H13 1.090, H14 1.090, H15 1.090
7 N 16.30 -22.17 -24.39  C6 1.587, C8 1.511, C9 1.560, C10 1.594
8 C 17.19 -23.33 -24.02  N7 1.511, H16 1.090, H17 1.090, H18 1.090
9 C 16.04 -22.22 -25.93  N7 1.560, H19 1.090, H20 1.090, H21 1.090
10 C 16.96 -20.76 -24.07  N7 1.594, C11 1.456, H22 1.090, H23 1.090
11 C 16.88 -20.25 -22.71  C10 1.456, O12 1.431, H24 1.090, H25 1.090
12 O 17.30 -21.16 -21.69  C11 1.431, H26 0.960
13 H 15.13 -22.48 -22.58  C6 1.090
14 H 14.35 -22.97 -24.19  C6 1.090
15 H 14.41 -21.28 -23.76  C6 1.090
16 H 17.39 -23.24 -22.95  C8 1.090
17 H 18.13 -23.38 -24.57  C8 1.090
18 H 16.64 -24.25 -24.22  C8 1.090
19 H 15.54 -23.10 -26.33  C9 1.090
20 H 17.01 -22.09 -26.41  C9 1.090
21 H 15.51 -21.30 -26.18  C9 1.090
22 H 16.37 -20.00 -24.57  C10 1.090
23 H 17.95 -20.90 -24.48  C10 1.090
24 H 15.91 -19.91 -22.34  C11 1.090
25 H 17.55 -19.39 -22.63  C11 1.090
26 H 17.41 -20.72 -20.85  O12 0.960
27 C 16.37 -19.07 -16.68  C28 1.543, H30 1.090, H31 1.090, H32 1.090
28 C 17.25 -19.71 -17.78  C27 1.543, O29 1.439, H33 1.090, H34 1.090
29 O 16.80 -19.58 -19.14  C28 1.439
30 H 15.52 -19.72 -16.48  C27 1.090
31 H 16.09 -18.04 -16.92  C27 1.090
32 H 16.86 -19.11 -15.71  C27 1.090
33 H 17.40 -20.78 -17.63  C28 1.090
34 H 18.25 -19.30 -17.64  C28 1.090
35 C 14.10 -21.76 -20.09  O36 1.257, N37 1.376, H40 1.101
36 O 13.23 -21.29 -20.86  C35 1.257
37 N 14.43 -23.07 -19.87  C35 1.376, C38 1.476, C39 1.473
38 C 15.60 -23.39 -19.03  N37 1.476, H41 1.090, H42 1.090, H43 1.090
39 C 13.74 -24.19 -20.55  N37 1.473, H44 1.090, H45 1.090, H46 1.090
40 H 14.73 -21.11 -19.45  C35 1.101
41 H 16.13 -22.53 -18.62  C38 1.090
42 H 16.30 -24.00 -19.60  C38 1.090
43 H 15.27 -23.85 -18.10  C38 1.090
44 H 13.14 -24.75 -19.84  C39 1.090
45 H 13.08 -23.70 -21.27  C39 1.090
46 H 14.47 -24.82 -21.06  C39 1.090
47 C 12.35 -19.38 -18.05  O48 1.245, N49 1.376, H52 1.101
48 O 12.26 -19.21 -19.29  C47 1.245
49 N 11.64 -18.57 -17.20  C47 1.376, C50 1.488, C51 1.431
50 C 11.51 -18.94 -15.77  N49 1.488, H53 1.090, H54 1.090, H55 1.090
51 C 10.77 -17.55 -17.70  N49 1.431, H56 1.090, H57 1.090, H58 1.090
52 H 13.03 -20.07 -17.54  C47 1.101
53 H 11.20 -18.07 -15.18  C50 1.090
54 H 12.43 -19.34 -15.35  C50 1.090
55 H 10.78 -19.74 -15.68  C50 1.090
56 H 10.34 -16.87 -16.96  C51 1.090
57 H 11.12 -16.92 -18.51  C51 1.090
58 H 9.92 -18.07 -18.16  C51 1.090
59 C 19.03 -23.84 -20.68  O60 1.215, N61 1.351, H64 1.101
60 O 18.77 -24.80 -21.38  C59 1.215
61 N 19.89 -22.85 -21.04  C59 1.351, C62 1.475, C63 1.488
62 C 20.00 -21.76 -20.06  N61 1.475, H65 1.090, H66 1.090, H67 1.090
63 C 20.59 -22.78 -22.35  N61 1.488, H68 1.090, H69 1.090, H70 1.090
64 H 18.71 -23.72 -19.64  C59 1.101
65 H 19.45 -20.94 -20.51  C62 1.090
66 H 21.05 -21.47 -20.01  C62 1.090
67 H 19.59 -22.00 -19.08  C62 1.090
68 H 20.34 -21.80 -22.75  C63 1.090
69 H 21.67 -22.88 -22.24  C63 1.090
70 H 20.23 -23.55 -23.03  C63 1.090
71 C 18.50 -19.94 -11.33  O72 1.190, N73 1.337, H76 1.101
72 O 17.89 -19.65 -10.35  C71 1.190
73 N 18.08 -19.65 -12.57  C71 1.337, C74 1.451, C75 1.443
74 C 18.94 -19.94 -13.70  N73 1.451, H77 1.090, H78 1.090, H79 1.090
75 C 17.00 -18.71 -12.78  N73 1.443, H80 1.090, H81 1.090, H82 1.090
76 H 19.52 -20.35 -11.34  C71 1.101
77 H 19.50 -19.09 -14.09  C74 1.090
78 H 18.31 -20.20 -14.55  C74 1.090
79 H 19.55 -20.83 -13.55  C74 1.090
80 H 17.30 -17.72 -13.10  C75 1.090
81 H 16.33 -19.10 -13.55  C75 1.090
82 H 16.31 -18.56 -11.96  C75 1.090
83 C 12.91 -14.69 -14.47  O84 1.241, N85 1.354, H88 1.101
84 O 12.65 -13.48 -14.41  C83 1.241
85 N 14.11 -15.16 -14.88  C83 1.354, C86 1.481, C87 1.450
86 C 15.24 -14.33 -15.34  N85 1.481, H89 1.090, H90 1.090, H91 1.090
87 C 14.32 -16.59 -15.01  N85 1.450, H92 1.090, H93 1.090, H94 1.090
88 H 12.27 -15.52 -14.12  C83 1.101
89 H 15.42 -14.62 -16.38  C86 1.090
90 H 16.18 -14.50 -14.81  C86 1.090
91 H 15.15 -13.25 -15.27  C86 1.090
92 H 15.24 -16.80 -14.47  C87 1.090
93 H 13.51 -17.20 -14.63  C87 1.090
94 H 14.41 -16.86 -16.06  C87 1.090
95 C 19.15 -16.56 -15.69  O96 1.185, N97 1.342, H100 1.101
96 O 18.11 -16.65 -15.13  C95 1.185
97 N 19.37 -16.03 -16.91  C95 1.342, C98 1.436, C99 1.463
98 C 20.69 -15.79 -17.42  N97 1.436, H101 1.090, H102 1.090, H103 1.090
99 C 18.34 -15.73 -17.91  N97 1.463, H104 1.090, H105 1.090, H106 1.090
100 H 20.12 -16.92 -15.31  C95 1.101
101 H 21.06 -16.47 -18.18  C98 1.090
102 H 21.36 -15.80 -16.56  C98 1.090
103 H 20.83 -14.80 -17.85  C98 1.090
104 H 17.46 -15.34 -17.41  C99 1.090
105 H 18.70 -15.04 -18.67  C99 1.090
106 H 18.15 -16.71 -18.35  C99 1.090
107 C 15.76 -22.49 -14.34  C108 1.500, H111 1.090, H112 1.090, H113 1.090
108 C 16.01 -23.90 -13.92  C107 1.500, O109 1.218, C110 1.467
109 O 16.13 -24.08 -12.72  C108 1.218
110 C 16.10 -24.97 -14.92  C108 1.467, H114 1.090, H115 1.090, H116 1.090
111 H 16.40 -21.77 -13.83  C107 1.090
112 H 14.69 -22.31 -14.22  C107 1.090
113 H 16.07 -22.33 -15.38  C107 1.090
114 H 15.64 -25.90 -14.60  C110 1.090
115 H 17.15 -25.21 -15.06  C110 1.090
116 H 15.73 -24.63 -15.89  C110 1.090
117 C 19.14 -25.52 -16.92  C118 1.529, H121 1.090, H122 1.090, H123 1.090
118 C 18.80 -24.07 -16.57  C117 1.529, O119 1.208, C120 1.547
119 O 17.99 -23.43 -17.19  C118 1.208
120 C 19.45 -23.52 -15.28  C118 1.547, H124 1.090, H125 1.090, H126 1.090
121 H 18.29 -26.19 -17.07  C117 1.090
122 H 19.78 -25.94 -16.15  C117 1.090
123 H 19.75 -25.46 -17.83  C117 1.090
124 H 20.50 -23.33 -15.51  C120 1.090
125 H 19.39 -24.16 -14.40  C120 1.090
126 H 18.99 -22.57 -15.00  C120 1.090
127 C 19.12 -17.48 -21.34  C128 1.441, H130 1.090, H131 1.090, H132 1.090
128 C 20.05 -18.38 -21.97  C127 1.441, N129 1.143
129 N 20.76 -19.13 -22.46  C128 1.143
130 H 18.83 -17.97 -20.41  C127 1.090
131 H 18.23 -17.56 -21.95  C127 1.090
132 H 19.68 -16.55 -21.22  C127 1.090
133 C 21.17 -19.27 -17.26  C134 1.473, H136 1.090, H137 1.090, H138 1.090
134 C 22.61 -19.38 -17.55  C133 1.473, N135 1.173
135 N 23.76 -19.48 -17.77  C134 1.173
136 H 21.06 -19.01 -16.21  C133 1.090
137 H 20.63 -20.18 -17.50  C133 1.090
138 H 20.87 -18.46 -17.93  C133 1.090